No. 1
ORCA calculation (the ωB97M-V functional and the def2-TZVPD basis) on C19H37FN5O3RhSSi as an isolated structure.

## Properties
Charge   +2
E_LUMO (spin up / spin down)   -5.00 / -7.08 eV
HOMO level (spin up / spin down)   -0.425 / -0.513 Ha
HOMO-LUMO gap (spin up / spin down)   6.58 / 6.88 eV
Spin multiplicity   5
E   -2143.1002 a.u.
Max |F|   1.95 eV/A
⟨S²⟩   6.06

XYZ file:
```
68
C19H37FN5O3RhSSi the ωB97M-V functional and the def2-TZVPD basis
Rh 0.19 0.61 -0.12
C 1.37 3.19 0.88
Si -0.54 3.19 1.21
C -0.81 4.26 2.76
C -1.52 3.98 -0.22
N -0.91 1.45 1.31
C -1.55 0.80 2.29
C -2.34 1.42 3.29
C -2.84 0.71 4.36
C -2.58 -0.65 4.51
C -1.88 -1.32 3.51
C -1.43 -0.61 2.42
F -0.80 -1.30 1.42
H 1.65 4.15 0.46
H 1.70 2.42 0.17
H 1.93 3.06 1.80
H -0.19 5.15 2.66
H -0.53 3.78 3.70
H -1.83 4.61 2.84
H -1.96 4.92 0.11
H -2.32 3.34 -0.58
H -0.88 4.20 -1.07
H -2.56 2.46 3.18
H -3.43 1.22 5.10
H -2.92 -1.19 5.37
H -1.70 -2.38 3.56
C 2.30 0.80 -3.76
C 1.25 0.81 -2.71
N 1.45 0.15 -1.52
O 2.73 -0.32 -1.30
C 0.03 1.44 -2.78
C -0.50 2.17 -3.96
N -0.74 1.39 -1.62
O -2.01 1.38 -1.63
H 2.94 -0.06 -3.63
H 2.92 1.69 -3.69
H 1.86 0.78 -4.76
H 2.74 -0.52 -0.34
H 0.18 2.98 -4.24
H -1.47 2.59 -3.74
H -0.58 1.51 -4.83
C 2.51 -0.04 3.71
S 2.00 -1.20 2.40
C 3.67 -1.87 2.06
O 1.75 -0.32 1.20
H 2.84 -0.62 4.56
H 1.64 0.56 3.99
H 3.30 0.60 3.34
H 3.98 -2.47 2.91
H 4.36 -1.05 1.89
H 3.62 -2.50 1.18
N -2.62 -3.92 -1.89
C -1.15 -3.92 -2.14
C -0.49 -2.86 -1.25
N -1.06 -1.54 -1.43
C -2.50 -1.55 -1.25
C -3.19 -2.57 -2.17
H -2.79 -4.14 -0.90
H -3.08 -4.63 -2.47
H -0.98 -3.69 -3.20
H -0.74 -4.91 -1.93
H 0.58 -2.83 -1.47
H -0.61 -3.15 -0.20
H -0.83 -1.18 -2.35
H -2.87 -0.54 -1.46
H -2.72 -1.79 -0.21
H -3.02 -2.33 -3.22
H -4.26 -2.58 -1.99
```

Atomic partial charges in e from the Löwdin method, atoms 1 to 2: 1.070 -0.151

No. 2
ORCA calculation (the ωB97M-V functional and the def2-TZVPD basis) on C19H37N2O5Rb as an isolated structure.

## Properties
Charge   -2
E_LUMO   4.12 eV
HOMO level   0.001 Ha
HOMO-LUMO gap   4.10 eV
Relative energy (zero: lowest compared OMol25 entry of this formula, charge and spin)   0.0 kJ/mol
E   -1255.9056 a.u.
Max |F|   1.75 eV/A

XYZ file:
```
64
C19H37N2O5Rb the ωB97M-V functional and the def2-TZVPD basis
Rb 15.58 -11.39 8.09
O 19.28 -8.13 9.06
C 18.60 -9.21 9.68
O 17.74 -9.76 8.98
O 19.02 -9.49 10.83
H 19.91 -7.91 9.75
C 17.16 -16.97 8.55
C 18.39 -16.07 8.82
C 19.68 -16.79 8.40
C 20.00 -16.72 6.89
C 19.77 -15.33 6.34
C 18.41 -14.74 6.73
N 18.33 -14.77 8.18
O 17.27 -14.03 8.69
C 17.30 -15.49 5.94
C 18.38 -13.29 6.28
C 18.43 -15.81 10.32
H 17.25 -17.56 7.64
H 16.27 -16.33 8.54
H 17.02 -17.70 9.36
H 19.52 -17.87 8.60
H 20.54 -16.53 9.02
H 19.35 -17.44 6.38
H 21.03 -17.05 6.72
H 19.91 -15.33 5.25
H 20.55 -14.68 6.75
H 17.20 -15.06 4.94
H 16.33 -15.35 6.41
H 17.50 -16.55 5.81
H 17.45 -12.85 6.62
H 18.51 -13.18 5.20
H 19.22 -12.75 6.72
H 19.25 -15.13 10.59
H 18.56 -16.74 10.89
H 17.52 -15.30 10.63
C 12.56 -9.40 8.03
C 12.37 -10.09 6.67
C 13.16 -9.19 5.69
C 13.24 -9.75 4.29
C 13.80 -11.16 4.39
C 13.09 -12.08 5.38
N 12.95 -11.42 6.67
O 12.60 -12.22 7.75
C 14.01 -13.31 5.53
C 11.76 -12.56 4.77
C 10.87 -9.99 6.31
H 11.79 -9.77 8.71
H 12.41 -8.31 8.03
H 13.51 -9.62 8.52
H 14.19 -9.09 6.04
H 12.76 -8.18 5.74
H 13.95 -9.18 3.67
H 12.31 -9.64 3.72
H 14.84 -11.04 4.71
H 13.79 -11.64 3.41
H 13.55 -13.96 6.27
H 15.02 -13.10 5.86
H 14.03 -13.90 4.61
H 11.92 -13.25 3.93
H 11.16 -11.72 4.43
H 11.22 -13.14 5.52
H 10.42 -9.13 6.82
H 10.35 -10.88 6.67
H 10.69 -9.84 5.25
```

Atomic partial charges in e from the Löwdin method, atoms 1 to 2: 0.905 -0.015

The lowest charge belongs to which entry?
C19H37N2O5Rb